1.
Density functional theory data (the ωB97M-V functional and the def2-TZVPD basis) for 2 unconnected molecules or ions with the total composition C6H11N at a distorted geometry.

## Properties
HOMO energy in eV: -10.324
Orbital gap in eV: 11.18
Energy relative to the best compared isomer or geometry (same formula, charge and spin) in kcal/mol: 23.7
SMILES string: C=C[C@@H](C)C#N.C

Geometry as XYZ:
```
18
Properties=species:S:1:pos:R:3:mulliken_charge:R:1
C 0.148 2.032 0.023 -0.631
C -0.263 0.951 0.666 -0.501
C -0.842 -0.302 0.044 1.011
C -2.330 -0.422 0.415 -1.534
C -0.669 -0.336 -1.417 -0.057
N -0.545 -0.373 -2.566 -0.478
H 0.514 2.899 0.567 0.275
H 0.146 2.090 -1.065 0.264
H -0.238 0.918 1.756 0.274
H -0.304 -1.174 0.440 0.192
H -2.771 -1.341 0.018 0.397
H -2.433 -0.425 1.504 0.386
H -2.880 0.436 0.018 0.357
C 2.491 -0.991 -0.079 -0.935
H 2.242 -1.776 0.643 0.245
H 3.575 -0.875 -0.122 0.337
H 2.116 -1.268 -1.068 0.231
H 2.045 -0.042 0.221 0.166
```

***

2.
Density functional theory data (the ωB97M-V functional and the def2-TZVPD basis) for 3 unconnected molecules or ions with the total composition C16H35ClN3O5 at a distorted geometry.

## Properties
Net charge: +1
HOMO energy in eV: -12.238
Orbital gap in eV: 8.94

Geometry as XYZ:
```
60
Properties=species:S:1:pos:R:3:mulliken_charge:R:1
C -1.199 2.371 -3.592 -0.848
C -0.376 1.090 -3.696 0.717
O -0.817 0.185 -4.279 -0.531
O 0.869 1.029 -3.161 -0.350
C 0.830 1.397 -1.766 0.422
C 1.801 0.580 -0.932 -0.149
C 2.032 1.139 0.491 -0.716
C 0.757 1.683 1.182 -0.499
C 0.449 1.038 2.541 -1.142
C 0.209 -0.498 2.474 -1.099
C -0.452 -0.982 1.191 0.243
N -1.937 -0.818 1.176 0.023
C -2.430 -1.284 0.018 0.046
N -2.952 -0.507 -0.882 0.076
O -3.011 0.848 -0.673 -0.381
N -2.347 -2.622 -0.227 -0.330
C -0.901 -2.992 -0.214 -1.122
C -0.211 -2.502 1.065 0.043
Cl 1.524 -2.870 0.823 -0.098
H -0.762 3.182 -4.178 0.299
H -2.218 2.172 -3.911 0.317
H -1.262 2.720 -2.557 0.260
H -0.185 1.159 -1.406 -0.372
H 0.942 2.480 -1.638 0.366
H 2.762 0.583 -1.458 0.041
H 1.489 -0.468 -0.882 -0.060
H 2.392 0.295 1.093 0.341
H 2.860 1.850 0.472 0.471
H 0.919 2.750 1.363 0.521
H -0.149 1.616 0.568 0.163
H 1.329 1.187 3.177 0.396
H -0.361 1.562 3.056 0.422
H 1.141 -1.009 2.703 0.567
H -0.476 -0.744 3.297 0.389
H -0.044 -0.544 0.276 -0.196
H -2.199 0.152 1.344 0.623
H -3.307 -0.864 -1.765 0.228
H -3.950 1.104 -0.743 0.363
H -2.659 -2.813 -1.179 0.330
H -0.343 -2.534 -1.042 0.412
H -0.722 -4.066 -0.276 0.456
H -0.576 -3.016 1.955 0.426
C -4.132 0.018 4.657 -0.975
C -5.206 0.448 3.678 -0.211
O -4.624 0.904 2.451 -0.484
H -3.452 0.846 4.865 0.240
H -4.571 -0.320 5.596 0.374
H -3.532 -0.797 4.240 0.262
H -5.788 1.273 4.085 0.293
H -5.886 -0.380 3.461 0.258
H -4.120 0.173 2.083 0.209
C 6.854 -1.069 -2.566 -1.080
C 5.626 -0.509 -3.256 -0.233
O 4.833 0.256 -2.347 -0.465
H 6.564 -1.699 -1.723 0.276
H 7.455 -1.662 -3.256 0.349
H 7.475 -0.263 -2.167 0.334
H 4.998 -1.315 -3.634 0.293
H 5.913 0.128 -4.098 0.252
H 5.381 0.978 -2.018 0.243
```

***

3.
Density functional theory data (the ωB97M-V functional and the def2-TZVPD basis) for 7 unconnected molecules or ions with the total composition C30H34N7O13 at a distorted geometry.

## Properties
Net charge: -1
HOMO energy in eV: -6.233
Orbital gap in eV: 6.75
Energy relative to the best compared isomer or geometry (same formula, charge and spin) in kcal/mol: 37.3

Geometry as XYZ:
```
84
Properties=species:S:1:pos:R:3:mulliken_charge:R:1
N 8.295 -19.131 67.938 0.780
O 8.442 -19.301 69.099 -0.601
O 7.510 -19.786 67.292 -0.546
O 8.790 -18.080 67.405 -0.484
C 7.214 -22.142 65.006 -0.054
C 6.577 -23.208 65.873 -0.355
C 5.788 -24.396 65.257 -0.748
C 5.456 -24.328 63.821 0.304
C 5.923 -23.047 62.907 -0.507
C 6.992 -22.048 63.672 0.002
N 4.449 -25.157 63.246 0.857
O 3.999 -25.990 64.046 -0.591
O 4.530 -25.445 62.102 -0.531
H 7.951 -21.446 65.399 0.224
H 6.619 -23.276 66.917 0.480
H 5.281 -24.968 65.866 0.483
H 5.417 -22.801 61.894 0.298
H 7.693 -21.290 63.240 0.099
C 8.798 -15.939 70.595 0.191
C 9.985 -15.520 71.466 -0.448
C 9.749 -14.376 72.484 -0.524
C 8.327 -13.774 72.621 0.262
C 7.272 -14.297 71.815 -0.689
C 7.525 -15.505 70.752 -0.564
N 8.106 -12.609 73.510 0.821
O 9.238 -12.121 73.863 -0.561
O 7.116 -12.672 74.142 -0.493
H 9.096 -16.753 69.803 0.152
H 10.950 -16.076 71.614 0.346
H 10.540 -13.901 72.907 0.509
H 6.267 -14.071 71.992 0.440
H 6.755 -15.558 70.087 0.573
C 10.997 -18.584 64.787 -1.000
C 9.828 -19.036 63.936 -0.466
C 10.181 -19.424 62.387 -0.403
C 11.564 -18.987 61.925 0.097
C 12.787 -18.788 62.945 -0.594
C 12.351 -18.421 64.388 -0.452
N 11.840 -19.285 60.538 0.882
O 10.988 -18.867 59.732 -0.528
O 12.820 -20.003 60.308 -0.556
H 10.802 -18.395 65.688 1.192
H 8.789 -19.230 64.326 0.509
H 9.594 -19.753 61.613 0.472
H 13.758 -18.720 62.589 0.450
H 13.024 -17.904 65.071 0.370
C 11.697 -22.783 68.927 -0.386
C 10.865 -21.554 68.711 -0.500
C 11.345 -20.292 69.314 -0.126
C 12.544 -20.311 70.351 -0.088
C 13.036 -21.582 70.739 -0.412
C 12.660 -22.887 69.960 -0.627
N 12.969 -19.028 71.019 1.017
O 14.001 -19.247 71.750 -0.604
O 12.399 -18.007 70.934 -0.606
H 11.416 -23.635 68.281 0.319
H 10.093 -21.383 67.986 0.419
H 10.937 -19.336 69.130 0.571
H 13.705 -21.689 71.502 0.531
H 13.274 -23.699 70.000 0.426
C 5.035 -18.790 70.149 0.274
O 4.862 -18.382 71.355 -0.695
N 3.999 -19.158 69.341 0.186
C 4.358 -19.673 68.017 -1.575
C 2.645 -19.208 69.718 -1.024
H 5.987 -18.654 69.627 0.200
H 4.774 -19.048 67.373 0.529
H 3.510 -19.961 67.367 0.423
H 4.905 -20.544 67.896 0.664
H 2.291 -20.298 69.617 0.315
H 2.070 -18.487 69.098 0.331
H 2.463 -18.667 70.651 0.352
C 8.671 -13.071 64.833 0.253
O 7.617 -13.622 65.171 -0.614
N 9.748 -13.519 65.309 0.228
C 10.937 -13.033 64.804 -1.104
C 9.756 -14.696 66.284 -0.740
H 8.630 -12.169 64.035 0.206
H 10.824 -12.301 64.170 0.471
H 11.490 -13.760 64.064 0.319
H 11.799 -12.277 65.400 0.219
H 9.330 -14.414 67.246 0.253
H 10.902 -15.021 66.341 0.238
H 9.094 -15.605 66.060 0.260
```

***

4.
Density functional theory data (the ωB97M-V functional and the def2-TZVPD basis) for a single C2H5BO molecule at a distorted geometry.

## Properties
HOMO energy (spin up / spin down) in eV: -6.084 / -11.401
Orbital gap (spin up / spin down) in eV: 6.15 / 9.16
Energy relative to the best compared isomer or geometry (same formula, charge and spin) in kcal/mol: 36.6
<S²>: 2.01
Spin multiplicity: 3

Geometry as XYZ:
```
9
Properties=species:S:1:pos:R:3:mulliken_charge:R:1
B -0.592 1.147 0.054 0.160
C 0.162 -0.363 0.111 -0.564
C 1.685 -0.306 0.298 -0.182
O 2.369 0.392 -0.459 -0.308
H -1.703 1.103 -0.267 -0.048
H 0.087 2.105 -0.190 -0.038
H 0.090 -0.455 -0.926 0.227
H -0.188 -1.129 0.684 0.395
H 2.100 -0.795 1.206 0.356
```